Version P
Density functional theory data (the ωB97M-V functional and the def2-TZVPD basis) for a cluster of 2 separate species, C3H13N2O in total.

Output
Highest occupied orbital energy (alpha / beta) in eV: -17.98 / -17.73
Kohn-Sham gap (alpha / beta) in hartree: 0.4132 / 0.1606
Total charge: +2
2S+1: 2

Last column: Mulliken charge in e.
Cartesian coordinates (Å):
N  -0.590  -0.150  2.848  -0.2398
C  -0.217  0.033  1.414  -0.4566
C  -0.967  -1.004  0.567  -0.7485
N  -0.782  -0.672  -0.859  -0.5098
H  -1.580  -0.060  2.976  0.3399
H  -0.409  -1.107  3.107  0.3508
H  -0.067  0.428  3.465  0.3445
H  -0.540  1.020  1.155  0.3257
H  0.896  -0.104  1.350  0.2925
H  -0.562  -2.016  0.811  0.3797
H  -2.007  -1.013  0.880  0.4430
H  -0.321  -1.422  -1.336  0.3100
H  -1.665  -0.604  -1.347  0.2364
C  1.605  0.781  -2.583  -0.2594
O  0.783  1.927  -2.780  -0.0562
H  1.934  0.727  -1.547  0.2458
H  0.990  -0.117  -2.777  0.2341
H  2.489  0.788  -3.239  0.3373
H  1.010  2.567  -2.104  0.4305

Version Q
Density functional theory data (the ωB97M-V functional and the def2-TZVPD basis) for a cluster of 2 separate species, C3H13N2O in total.

Output
Highest occupied orbital energy (alpha / beta) in eV: -19.14 / -19.14
Kohn-Sham gap (alpha / beta) in hartree: 0.4327 / 0.1942
Total charge: +2
2S+1: 2

Last column: Mulliken charge in e.
Cartesian coordinates (Å):
N  0.657  -0.037  0.977  -0.2705
C  0.017  0.685  -0.280  -0.0080
C  -1.329  -0.073  -0.762  -1.1506
C  1.186  0.924  -1.161  -0.4920
N  1.671  -0.360  -1.582  -0.0860
H  1.429  -0.633  0.576  0.4069
H  -0.065  -0.623  1.526  0.3041
H  1.063  0.707  1.635  0.4014
H  -0.417  1.692  0.162  0.3809
H  -1.273  0.006  -1.863  0.3476
H  -2.278  0.486  -0.286  0.3260
H  -1.466  -1.051  -0.384  0.4494
H  0.848  1.827  -1.944  0.3904
H  2.016  1.503  -0.673  0.4352
H  1.156  -0.972  -2.207  0.3008
H  2.510  -0.513  -1.993  0.2832
H  -1.787  -1.363  3.498  0.3319
H  -2.425  -1.175  2.127  0.3402
O  -1.514  -1.031  2.634  -0.6909

Pick version P: it beats the second-best structure by 16.0 kcal/mol.

Version P
Density functional theory data (the ωB97M-V functional and the def2-TZVPD basis) for a cluster of 2 separate species, C9H13NO in total.

Output
Highest occupied orbital energy in eV: -8.64
SMILES: Cc1ccccc1.CC(N)=O
Kohn-Sham gap in hartree: 0.3484

Last column: Mulliken charge in e.
Cartesian coordinates (Å):
C  -3.073  -0.015  -0.321  -1.4662
C  -1.807  -0.682  0.062  0.6475
C  -1.224  -0.239  1.273  -0.2766
C  -0.198  -0.888  1.934  -0.5977
C  0.516  -1.878  1.241  -0.2441
C  0.060  -2.230  0.007  -0.5051
C  -1.013  -1.599  -0.624  -0.3037
H  -3.324  0.969  0.082  0.3433
H  -3.939  -0.519  0.154  0.3552
H  -3.285  -0.019  -1.392  0.3470
H  -1.751  0.519  1.851  0.2791
H  0.217  -0.486  2.848  0.3546
H  1.362  -2.362  1.702  0.3836
H  0.582  -2.930  -0.640  0.3249
H  -1.238  -1.789  -1.668  0.3465
C  0.498  2.368  -0.332  -0.6089
C  1.640  1.439  -0.698  0.6113
N  2.453  2.046  -1.652  -0.4170
O  1.954  0.375  -0.226  -0.5412
H  0.417  3.213  -0.993  0.3362
H  0.799  2.630  0.696  0.2059
H  -0.452  1.878  -0.161  0.0183
H  3.244  1.604  -2.110  0.2336
H  2.103  2.836  -2.187  0.1734

Version Q
Density functional theory data (the ωB97M-V functional and the def2-TZVPD basis) for the molecule C9H13NO.

Output
Highest occupied orbital energy (alpha / beta) in eV: -7.56 / -6.96
Kohn-Sham gap (alpha / beta) in hartree: 0.2680 / 0.2469

Last column: Mulliken charge in e.
Cartesian coordinates (Å):
C  -2.202  -1.263  -0.018  -0.4528
C  -0.827  -1.328  0.065  -0.6345
C  -2.940  0.029  -0.190  0.6297
C  -0.141  -0.025  0.081  0.0516
C  -4.236  0.096  0.041  -0.9971
C  2.094  0.241  1.446  -1.6725
C  1.586  1.609  -0.621  -1.5549
C  2.146  -0.859  -0.727  -1.5843
C  1.342  0.234  0.044  2.0684
N  -2.137  1.195  -0.246  -0.5088
O  -0.867  1.075  -0.012  -0.0294
H  -2.892  -2.180  -0.183  0.1964
H  -0.309  -2.196  0.324  0.4904
H  -4.661  1.023  -0.206  0.3466
H  -4.859  -0.788  -0.076  0.2609
H  3.156  0.289  1.270  0.4172
H  1.745  0.963  2.122  0.4292
H  2.074  -0.694  2.030  0.4055
H  2.647  1.922  -0.884  0.3372
H  1.053  2.366  -0.015  0.3677
H  1.088  1.669  -1.667  0.3228
H  3.179  -0.540  -1.015  0.4043
H  1.470  -1.213  -1.598  0.3439
H  2.489  -1.625  0.037  0.3623

Version R
Density functional theory data (the ωB97M-V functional and the def2-TZVPD basis) for the molecule C9H13NO.

Output
Highest occupied orbital energy in eV: -9.13
SMILES: O=CC1=CCC[C@@H]2CC[C@H]1N2
Kohn-Sham gap in hartree: 0.3448

Last column: Mulliken charge in e.
Cartesian coordinates (Å):
O  2.234  -2.024  1.818  -0.5194
C  2.185  -1.868  0.574  -0.4007
C  1.074  -1.119  -0.050  0.3150
C  1.055  -0.874  -1.413  -0.6760
C  -0.062  -0.175  -2.175  -0.7828
C  -0.507  1.108  -1.388  -1.0858
C  -1.493  0.842  -0.148  0.2174
C  -0.993  1.426  1.217  -1.0285
C  0.143  0.550  1.640  -0.7258
C  -0.073  -0.772  0.823  0.0023
N  -1.390  -0.607  0.211  -0.6921
H  3.155  -2.212  0.051  0.3162
H  1.880  -1.266  -2.021  0.3549
H  0.263  0.174  -3.172  0.4085
H  -0.969  -0.680  -2.305  0.3661
H  0.448  1.609  -1.003  0.2475
H  -0.903  1.903  -1.961  0.5410
H  -2.544  1.043  -0.241  0.5029
H  -1.764  1.497  1.983  0.3687
H  -0.656  2.488  1.061  0.3325
H  0.131  0.340  2.699  0.3503
H  1.008  1.031  1.376  0.4390
H  -0.213  -1.605  1.403  0.8039
H  -2.009  -0.808  1.023  0.3448

Pick version P: it beats the second-best structure by 40.5 kcal/mol.

Version P
Density functional theory data (the ωB97M-V functional and the def2-TZVPD basis) for a cluster of 2 separate species, C9H13NO in total.

Output
Highest occupied orbital energy in eV: -9.30
SMILES: Cc1ccccc1.CC(N)=O
Kohn-Sham gap in hartree: 0.3700

Last column: Mulliken charge in e.
Cartesian coordinates (Å):
C  -1.025  2.838  -1.037  -1.4413
C  0.151  1.914  -0.815  0.8397
C  0.693  1.229  -1.893  -0.3496
C  1.685  0.279  -1.693  -0.6454
C  2.096  0.007  -0.404  -0.4443
C  1.544  0.632  0.700  -0.5411
C  0.588  1.612  0.470  -0.2930
H  -1.511  2.648  -1.994  0.3646
H  -0.670  3.874  -1.090  0.3179
H  -1.688  2.835  -0.179  0.3459
H  0.342  1.453  -2.896  0.3321
H  2.069  -0.309  -2.512  0.3705
H  2.838  -0.756  -0.200  0.4058
H  1.824  0.290  1.684  0.3891
H  0.109  2.083  1.323  0.3369
C  -1.762  -1.459  1.234  -0.3927
C  -1.109  -2.787  1.497  0.4728
N  0.093  -3.006  0.880  -0.3351
O  -1.544  -3.589  2.301  -0.6150
H  -2.107  -1.049  2.176  0.2867
H  -2.557  -1.473  0.493  0.2831
H  -1.031  -0.775  0.803  -0.1319
H  0.576  -3.847  1.160  0.2246
H  0.397  -2.645  -0.008  0.2197

Version Q
Density functional theory data (the ωB97M-V functional and the def2-TZVPD basis) for a cluster of 2 separate species, C9H13NO in total.

Output
Highest occupied orbital energy in eV: -9.17
SMILES: CNC(C)=O.c1ccccc1
Kohn-Sham gap in hartree: 0.3628

Last column: Mulliken charge in e.
Cartesian coordinates (Å):
C  -0.180  0.299  1.388  -0.6178
N  0.719  -0.747  2.010  -0.2153
C  2.040  -0.617  2.021  0.6647
C  2.715  -1.384  3.123  -1.0833
O  2.857  0.090  1.300  -0.6587
H  0.697  0.900  0.832  0.0988
H  -0.671  -0.152  0.497  0.3831
H  -0.719  0.982  2.159  0.1969
H  0.283  -1.728  2.296  0.2961
H  2.134  -2.044  3.597  0.4191
H  3.034  -0.613  3.812  0.2358
H  3.664  -1.856  2.656  0.2611
C  -0.112  0.422  -2.150  -0.2820
C  -0.683  1.247  -1.178  -0.8711
C  -2.076  1.315  -0.994  -0.0327
C  -2.980  0.556  -1.772  -0.6218
C  -2.294  -0.309  -2.559  -0.0580
C  -0.975  -0.431  -2.768  -0.3508
H  0.954  0.247  -2.168  0.3626
H  0.030  1.684  -0.458  0.7892
H  -2.524  2.066  -0.292  0.2948
H  -4.034  0.661  -1.465  0.3551
H  -2.992  -0.899  -3.269  0.2026
H  -0.465  -1.323  -3.328  0.2316

Pick version P: it beats the second-best structure by 74.9 kcal/mol.